The following is a quantum chemistry calculation of a gas-phase ion, C23H29N2O5 (charge +1), from the Open Molecules 2025 dataset.

Results
ΔE to the lowest compared entry with this formula, charge and spin ... 5.7 kcal/mol
HOMO level ... -10.68 eV
SMILES ... CC(=O)c1ccc(OC[C@H](O)C[NH+]2CCN(Cc3ccc4c(c3)OCO4)CC2)cc1
Total charge ... +1
Spin multiplicity ... 1
Orbital gap ... 8.401 eV
Calculated total energy ... -1379.29376 hartree

Structure (XYZ):
```
59
Properties=species:S:1:pos:R:3:forces:R:3
C -5.753845 -2.760913 1.093830 -0.1 -0.2 -0.2
C -4.925667 -2.126632 0.013882 -0.1 -0.1 0.2
O -4.801684 -2.601076 -1.090092 -0.1 0.0 0.0
C -4.234432 -0.846948 0.357167 0.3 0.3 -0.3
C -3.937432 -0.449628 1.661331 0.0 0.0 -0.2
C -3.247072 0.720866 1.894608 0.2 0.3 0.0
C -2.855856 1.535941 0.830819 -0.1 -0.2 0.1
O -2.103953 2.631281 1.167080 -0.2 -0.5 0.2
C -1.869816 3.656144 0.229505 0.3 0.4 -0.4
C -0.660644 3.409442 -0.723329 -0.2 0.1 0.5
O -1.055693 2.924073 -1.989230 0.0 -0.1 -0.3
C 0.343931 2.408420 -0.124433 0.0 0.9 -0.1
N -0.074572 0.999676 -0.326687 -0.5 0.2 0.0
C 0.268649 0.137991 0.826904 0.0 -0.7 0.6
C -0.273233 -1.284654 0.587973 0.0 0.2 0.0
N 0.168000 -1.873451 -0.644538 -0.2 -0.2 0.0
C 1.421727 -2.611597 -0.641818 0.0 0.1 0.0
C 2.684513 -1.792554 -0.486520 0.1 -0.1 -0.2
C 3.349933 -1.309702 -1.604454 -0.1 -0.2 0.2
C 4.499085 -0.525537 -1.505666 0.3 0.2 0.2
C 4.959260 -0.247273 -0.241923 -0.4 -0.2 0.3
C 4.303394 -0.737047 0.892969 0.1 0.2 -0.4
C 3.170719 -1.506907 0.796761 0.3 0.1 0.0
O 4.957274 -0.312295 2.011476 -0.5 -0.3 -0.1
C 6.095399 0.392834 1.552761 1.0 0.5 0.7
O 6.037541 0.489872 0.143856 -0.2 0.0 -0.5
C -0.096728 -1.004500 -1.758220 0.1 0.2 0.1
C 0.473127 0.412635 -1.573758 0.2 -0.5 -0.9
C -3.167482 1.160221 -0.475794 -0.2 0.3 0.1
C -3.850018 -0.024494 -0.696408 -0.1 -0.2 0.2
H -5.098964 -3.196518 1.846939 0.0 0.0 0.1
H -6.359656 -3.553960 0.663975 0.0 0.0 0.0
H -6.393185 -2.024295 1.574037 0.0 0.0 0.1
H -4.231234 -1.059984 2.499688 -0.1 -0.1 0.1
H -3.006607 1.035997 2.897257 0.0 0.0 0.1
H -1.655654 4.535043 0.842309 0.0 -0.1 -0.1
H -2.766726 3.860056 -0.365943 0.1 0.0 0.0
H -0.137588 4.367157 -0.837845 0.0 -0.1 0.1
H -1.407063 3.640235 -2.528704 0.0 0.0 0.0
H 1.321619 2.543642 -0.589315 -0.1 -0.1 0.0
H 0.428024 2.611342 0.944553 0.0 -0.2 -0.1
H -1.110512 0.978857 -0.430418 0.4 -0.1 0.1
H -0.180714 0.554997 1.729516 0.0 0.2 -0.1
H 1.356043 0.120281 0.930424 -0.1 0.2 -0.1
H 0.024063 -1.919913 1.421970 0.0 0.1 0.1
H -1.369932 -1.242897 0.571048 0.0 0.1 0.1
H 1.356739 -3.339195 0.169644 0.0 -0.1 -0.1
H 1.460422 -3.164751 -1.582458 0.0 -0.1 0.0
H 2.982933 -1.562045 -2.587937 -0.1 -0.1 -0.1
H 5.015328 -0.166601 -2.379316 0.1 0.1 -0.1
H 2.697563 -1.901743 1.681199 -0.1 -0.1 0.2
H 6.105872 1.400261 1.992404 -0.1 -0.2 -0.1
H 7.008942 -0.145259 1.850399 -0.2 0.0 -0.1
H 0.321147 -1.440069 -2.664988 0.0 0.1 -0.1
H -1.184320 -0.938950 -1.885926 0.0 0.1 -0.1
H 0.186465 1.049085 -2.410549 0.0 0.0 0.2
H 1.561512 0.373778 -1.489308 -0.1 0.2 0.1
H -2.925564 1.787522 -1.320887 0.1 0.1 0.0
H -4.095589 -0.329817 -1.702499 0.0 0.0 -0.1
```
Positions in Å, forces in eV/Å.

Results of the Mulliken charge analysis, in e, for atoms 1 through 2: number 1, C, carries -1.481; number 2, C, carries 0.752

***

The following is a quantum chemistry calculation of 4 unconnected molecules or ions with the total composition C23H29N3O2, from the Open Molecules 2025 dataset.

Results
ΔE to the lowest compared entry with this formula, charge and spin ... 135.5 kcal/mol
HOMO level ... -9.27 eV
SMILES ... C#CCCC[C@@H]1OC(=O)C[C@@H]1CCc1ccccc1.CC#N.CC#N.CC#N
Total charge ... 0
Spin multiplicity ... 1
Orbital gap ... 9.916 eV
Calculated total energy ... -1208.44550 hartree

Structure (XYZ):
```
57
Properties=species:S:1:pos:R:3:forces:R:3
C 2.129414 1.954161 0.595617 -0.1 -0.6 -0.4
C 1.365568 1.787977 1.503162 -0.3 0.4 0.1
C 0.488329 1.595847 2.655672 0.6 -0.2 0.1
C 0.346862 0.082182 2.984364 -0.2 0.3 0.5
C -1.098811 -0.384976 3.184253 -0.3 -0.6 0.0
C -1.921619 -0.197472 1.928292 1.1 1.7 -0.3
O -3.353190 -0.314203 2.060522 -0.2 0.2 -0.2
C -3.777445 -0.404782 0.745634 0.7 -0.7 0.2
O -4.655485 0.233624 0.257753 -0.2 -0.1 0.3
C -2.823920 -1.432730 0.159344 -0.8 1.3 -0.9
C -1.443865 -0.864422 0.563760 -1.3 -1.5 1.8
C -0.491397 -2.083223 0.662290 0.6 0.3 -0.5
C 0.639816 -2.160942 -0.415801 -0.5 -0.1 0.0
C 0.451811 -1.302949 -1.647733 0.3 0.0 0.5
C 1.370685 -0.284604 -1.884486 -0.2 0.1 -0.2
C 1.240201 0.567162 -2.980051 0.0 -0.4 0.3
C 0.179756 0.369954 -3.852226 -0.1 0.2 -0.2
C -0.738387 -0.647052 -3.625423 -0.2 -0.3 0.1
C -0.611036 -1.490413 -2.528555 0.4 0.3 0.1
H 2.737735 1.843890 -0.271718 0.2 0.5 0.1
H 0.977921 2.085945 3.499955 -0.2 0.1 0.1
H -0.464965 2.101262 2.510166 0.0 -0.1 0.0
H 0.856489 -0.077900 3.935765 0.1 -0.1 -0.1
H 0.884252 -0.515125 2.252794 -0.1 0.1 -0.1
H -1.536729 0.210489 3.990041 -0.1 -0.1 0.0
H -1.107422 -1.427687 3.518142 0.0 0.0 0.0
H -1.815380 0.876999 1.726412 0.1 -0.1 -0.1
H -3.017277 -1.627038 -0.893129 0.2 0.1 0.0
H -3.084634 -2.313831 0.743106 0.5 -0.3 -0.1
H -1.105231 0.002764 0.008155 0.2 -0.5 -0.7
H 0.000573 -2.154257 1.631542 -0.1 0.1 0.0
H -1.088897 -2.988030 0.579563 -0.1 0.0 0.0
H 1.583503 -1.919737 0.072222 0.1 0.1 -0.2
H 0.710353 -3.198046 -0.754560 0.1 0.0 0.2
H 2.178113 -0.147119 -1.175655 0.0 0.0 0.0
H 1.971843 1.354890 -3.115847 -0.1 0.1 -0.2
H 0.043908 0.999958 -4.722994 0.1 0.1 0.1
H -1.571445 -0.792611 -4.302254 0.1 0.1 -0.1
H -1.320267 -2.284154 -2.330914 -0.1 0.0 -0.2
C -7.370025 -1.128299 -0.626488 -0.1 0.3 0.1
C -7.396061 -2.427900 -1.280074 0.0 0.0 0.0
N -7.415147 -3.451946 -1.798003 0.0 0.0 0.0
H -7.483894 -1.229515 0.451836 0.0 -0.1 0.0
H -6.430683 -0.613682 -0.811418 0.1 -0.1 0.0
H -8.176075 -0.491021 -0.988354 -0.1 -0.1 -0.1
C 5.364970 3.763836 2.411780 0.0 0.4 0.1
C 5.276029 2.435194 1.829657 0.0 0.0 0.0
N 5.207387 1.388306 1.367410 0.1 -0.1 0.0
H 5.940954 4.430154 1.771451 0.0 -0.1 -0.1
H 4.373273 4.195809 2.540646 0.0 -0.1 -0.1
H 5.849028 3.730797 3.386863 0.0 -0.1 0.0
C 4.921641 0.256175 -2.682270 0.1 -0.4 -0.1
C 4.720765 1.668456 -2.397091 0.0 -0.1 0.0
N 4.562901 2.781912 -2.169188 -0.1 0.0 0.0
H 5.328339 0.115643 -3.682723 0.0 0.1 0.0
H 5.615553 -0.186401 -1.968832 0.0 0.1 0.1
H 3.981315 -0.291318 -2.622382 0.0 0.1 0.0
```
Positions in Å, forces in eV/Å.

Results of the Mulliken charge analysis, in e, for atoms 1 through 2: number 1, C, carries 0.117; number 2, C, carries 0.041

***

The following is a quantum chemistry calculation of a molecular structure, C23H29N3O4S, from the Open Molecules 2025 dataset.

Results
ΔE to the lowest compared entry with this formula, charge and spin ... 608.3 kcal/mol
HOMO level ... -7.51 eV
Total charge ... 0
Spin multiplicity ... 1
Orbital gap ... 6.540 eV
Calculated total energy ... -1756.35458 hartree

Structure (XYZ):
```
60
Properties=species:S:1:pos:R:3:forces:R:3
C 2.390739 4.020303 -0.324387 3.0 3.0 -5.1
H 2.123483 4.458396 0.515878 -2.3 1.6 4.3
O 2.499253 2.706782 -0.369121 -3.9 -6.2 0.8
C 1.206947 1.945293 -0.177170 2.4 2.1 -1.3
C -0.049857 2.417629 -0.170831 -3.8 6.1 2.8
C -1.293160 1.754495 0.237341 3.2 -1.0 -0.6
C -1.234411 0.328861 0.430092 6.5 5.9 -2.9
C 0.057382 -0.152533 0.006410 -2.3 1.8 1.8
C 1.179986 0.590887 -0.180413 3.6 -1.8 0.2
O 2.516780 0.008851 -0.256728 -5.0 15.6 -1.9
C 2.619661 -1.135900 -0.079849 1.9 -18.9 2.6
C 4.068230 -1.531965 -0.366195 3.9 -4.6 1.4
N 4.907382 -1.575310 0.864637 -5.2 8.4 1.1
C 5.142710 0.100117 1.319465 -4.3 -4.5 -1.0
H 4.208898 0.566674 0.943297 0.6 0.0 1.2
C 6.225418 0.565849 0.614742 3.4 -1.7 -7.5
H 6.563542 1.443556 0.888278 1.2 4.8 1.4
O 7.440640 -0.211849 0.750134 -0.3 5.1 1.0
C 7.380969 -1.399136 0.240380 -1.0 -4.9 8.0
H 8.189157 -1.971816 0.623456 1.1 -0.6 -0.7
C 6.085267 -2.132370 1.024125 6.3 3.6 3.8
H 5.860087 -3.071366 0.972539 0.2 -6.5 -1.1
H 6.396726 -1.989059 2.231232 -0.6 -0.4 -2.8
H 6.991597 -1.524445 -0.599249 -1.8 -0.5 -8.5
H 6.041165 0.812199 -0.823567 0.2 -1.0 4.1
H 5.431536 0.097574 2.341341 -0.6 -0.1 1.2
H 4.293178 -2.869683 -0.520140 -1.4 3.9 -0.8
H 4.575856 -0.865370 -1.140993 -1.0 -1.1 0.4
H 2.273490 -1.703233 1.006505 0.9 1.9 -2.1
H 2.146340 -1.916931 -0.796296 -0.5 1.4 0.3
H 0.139391 -1.137702 0.141006 0.8 -3.9 -0.1
H -2.074740 -0.139919 0.305872 -4.5 -3.4 0.4
C -2.484402 2.546061 0.321593 -4.9 -7.7 0.6
N -3.605665 1.703771 0.435491 3.4 4.4 0.5
N -4.805241 2.372133 0.534131 10.8 10.3 -1.5
C -5.891495 1.946686 0.788928 -3.8 -12.2 2.9
O -6.957686 2.339076 0.708978 -6.5 4.2 -0.1
C -5.767947 0.294940 1.122997 4.8 12.0 -14.2
C -6.168977 -0.350326 1.994596 -6.2 -6.6 15.7
S -5.948991 -1.949075 1.972712 1.0 -4.9 0.0
C -5.125257 -1.968928 0.431564 -2.4 4.0 -0.3
C -5.362182 -0.521934 0.101353 4.9 -5.5 -6.5
C -4.893899 -0.240707 -1.487333 10.9 0.3 7.2
C -4.025848 -1.449789 -2.146818 2.2 8.6 -2.0
C -4.771851 -2.598250 -2.078820 2.6 -8.3 2.5
H -3.982952 -3.492842 -2.585930 -3.1 2.0 0.6
C -4.625505 -3.156009 -0.485452 -6.9 3.5 -1.9
H -5.217732 -4.064125 -0.336216 0.3 0.2 0.1
H -3.675345 -3.227193 -0.292826 5.3 -1.0 0.9
H -5.816702 -2.527267 -2.343355 0.0 -0.3 -0.5
H -3.816036 -1.035343 -3.281237 -0.8 -1.1 2.4
H -2.963774 -1.305412 -1.762783 -1.4 -1.2 0.1
H -4.018695 0.779372 -1.576981 -3.1 -2.9 0.3
H -5.624506 -0.077366 -2.015461 -7.8 2.0 -5.6
H -6.464004 -0.052442 2.986020 -0.5 0.5 0.2
H -4.799447 3.555439 0.688972 0.3 -3.9 -1.2
H -2.550579 3.539919 0.164214 -0.2 3.3 -0.3
H -0.236358 3.675944 -0.015346 0.9 -3.5 -1.0
H 1.771087 4.480517 -1.230347 1.6 -0.7 1.7
H 3.526375 4.294267 -0.264435 -1.8 0.3 -1.1
```
Positions in Å, forces in eV/Å.

Results of the Mulliken charge analysis, in e, for atoms 1 through 2: number 1, C, carries -0.930; number 2, H, carries 0.510